Record 1
Entry from the OMol25 dataset: 7 unconnected molecules or ions with the total composition C51H120N6O7S at a distorted geometry (the ωB97M-V functional and the def2-TZVPD basis).

Calculated values
HOMO energy (alpha / beta) = -20.09 / -20.09 eV
2S+1 = 2
E_tot = -3266.594532 hartree
Charge = +5
Maximum force = 4.5 eV/Å
Frontier orbital gap (alpha / beta) = 10.76 / 5.69 eV

Each line ends with the Löwdin charge.
CARTESIAN COORDINATES (ANGSTROEM)
S: 0.030 0.215 0.574  0.2276
O: -4.082 -0.760 -4.029  -0.2202
O: 0.460 -1.201 0.668  -0.2976
O: 0.873 1.025 1.443  -0.1930
O: -2.066 4.545 3.018  -0.2463
O: 0.549 -3.044 -3.286  -0.2231
O: -1.394 0.311 0.954  -0.3314
O: 0.224 0.766 -0.778  -0.1853
N: -3.425 1.798 -2.566  -0.1893
N: 0.704 -3.942 -6.188  -0.2017
N: -1.490 2.315 4.979  -0.2089
N: 1.719 4.556 0.156  -0.1993
N: -2.273 -3.526 0.741  -0.1858
N: 4.198 -1.024 1.260  -0.1905
C: -0.623 -5.312 1.827  -0.1142
C: 3.857 -2.228 3.610  -0.1867
C: 1.878 -5.344 0.945  -0.1217
C: -2.165 -2.614 1.987  0.0060
C: 1.334 -4.187 -3.640  -0.1926
C: 3.589 -3.598 5.728  -0.0718
C: -2.550 -2.659 -0.514  -0.1030
C: 0.947 -4.844 -7.457  -0.1343
C: 0.145 4.491 0.091  0.0497
C: 3.182 -1.470 2.407  -0.0575
C: -2.651 -0.399 -3.871  -0.1442
C: 2.943 -2.535 4.800  -0.2503
C: -4.668 -3.880 -0.188  -0.1231
C: 4.495 -0.366 -1.112  -0.1320
C: -1.291 0.820 5.337  -0.1316
C: -3.754 3.872 -1.005  -0.0543
C: 1.301 5.418 2.520  -0.2036
C: 1.033 -2.354 -2.150  -0.0884
C: -2.601 5.860 2.915  -0.0804
C: -2.336 2.264 3.640  -0.0404
C: -1.421 3.395 7.325  -0.0387
C: -0.169 2.968 4.660  -0.0074
C: -0.543 -0.156 4.384  -0.0353
C: 1.036 -4.884 -4.933  -0.0356
C: -3.663 -4.304 0.863  -0.0641
C: -2.893 2.669 -1.310  -0.1307
C: 5.580 -1.353 -0.678  -0.1386
C: -0.738 -3.377 -5.995  -0.1209
C: 2.355 3.457 -0.723  -0.0817
C: 5.063 -2.100 0.553  -0.0673
C: -4.075 -2.551 -0.741  -0.1364
C: 1.232 6.596 4.910  -0.0777
C: 1.731 -2.800 -6.262  0.0135
C: -4.789 1.236 -2.244  0.0186
C: -2.122 3.318 -4.247  -0.0521
C: -3.381 2.539 -3.909  -0.1274
C: -2.445 0.480 -2.597  -0.0219
C: 2.069 4.503 1.644  -0.1093
C: -1.118 -2.272 -7.071  -0.0293
C: -4.320 -1.546 -5.176  -0.0830
C: -0.982 -4.419 0.603  -0.0909
C: -3.078 3.575 3.256  -0.1817
C: 3.854 5.381 -0.992  -0.1021
C: -2.227 3.192 6.039  -0.1099
C: 5.144 0.088 1.850  0.0572
C: 2.385 5.789 -0.511  -0.0526
C: 3.875 3.856 -0.946  -0.1416
C: 1.879 5.644 3.913  -0.2604
C: -0.085 -5.965 -7.694  -0.0448
C: 0.683 -6.147 1.420  -0.1901
C: 3.506 -0.393 0.020  -0.1311
H: 2.038 -2.958 4.362  0.0927
H: 3.840 5.594 -2.061  0.1212
H: -2.997 -1.921 2.108  0.1121
H: -4.627 -4.643 -0.965  0.1202
H: -2.242 4.141 -4.952  0.1073
H: 0.173 6.375 5.038  0.0641
H: -0.604 -1.311 -7.047  0.0762
H: -1.858 4.054 8.075  0.1037
H: -5.343 -1.836 -4.935  0.1096
H: 2.384 -3.894 -3.654  0.1292
H: 3.638 -4.573 5.242  0.0830
H: 2.446 6.669 0.129  0.1316
H: 1.749 6.084 -1.346  0.1305
H: -5.722 -3.755 0.058  0.1358
H: 6.512 -0.904 -0.332  0.1178
H: 1.955 -1.859 -2.453  0.0825
H: 1.951 3.454 1.915  0.1236
H: -0.725 -3.000 -4.973  0.0831
H: -1.441 -4.210 -6.025  0.1160
H: -3.562 1.773 -4.663  0.1227
H: 3.096 -3.652 6.698  0.0826
H: -1.341 2.501 7.943  0.0902
H: -1.920 -1.203 -3.952  0.1071
H: 2.766 -3.138 -6.215  0.1175
H: 0.022 -6.854 -7.074  0.0870
H: 0.354 -1.543 -1.885  0.0684
H: -0.463 3.874 7.123  0.0785
H: 1.804 -5.577 -5.279  0.1464
H: 1.105 6.445 2.212  0.1370
H: -4.024 -4.171 1.883  0.1308
H: -2.247 0.076 -4.765  0.1156
H: -1.450 -5.991 2.032  0.1145
H: -2.918 1.937 -0.503  0.1064
H: -5.217 0.871 -3.177  0.1073
H: 1.037 -6.632 2.329  0.1174
H: -3.178 2.673 6.161  0.1410
H: -0.182 -3.736 0.319  0.0897
H: -3.076 1.467 3.707  0.1400
H: 3.122 4.774 1.716  0.1445
H: 4.442 0.822 2.244  0.0980
H: -0.186 3.618 0.654  0.0907
H: 1.661 -2.157 -7.140  0.1068
H: 1.979 4.721 4.484  0.0912
H: -2.154 -3.278 2.851  0.0976
H: -0.526 -1.153 4.825  0.0986
H: -1.197 -2.115 1.950  0.0611
H: -0.354 5.326 0.582  0.0979
H: 0.578 2.891 5.450  0.1154
H: 3.019 0.545 0.287  0.0945
H: 4.591 -3.258 5.985  0.0826
H: 2.695 -0.527 2.656  0.1080
H: -0.540 -4.653 2.692  0.1012
H: 0.089 -5.405 -4.795  0.1335
H: -1.858 2.972 -1.468  0.0861
H: -1.867 6.654 2.774  0.0976
H: -3.593 3.438 2.305  0.1232
H: -0.948 -2.727 -8.047  0.0854
H: 2.145 -4.501 1.581  0.0544
H: 2.627 -1.003 -0.187  0.0898
H: -4.774 3.727 -0.647  0.0894
H: -2.266 0.462 5.668  0.1351
H: 1.542 -2.132 -5.422  0.0938
H: -2.061 -1.720 -0.257  0.0839
H: 4.848 0.643 -1.322  0.1160
H: -0.458 3.986 4.397  0.0800
H: -3.493 6.002 2.305  0.0988
H: 4.655 -1.576 3.964  0.1051
H: 0.520 -6.880 0.630  0.1180
H: 4.468 -2.985 0.329  0.1313
H: -2.206 -3.209 -1.390  0.1298
H: 2.554 -2.162 1.846  0.0974
H: -3.465 -5.370 0.747  0.1295
H: -1.075 -0.127 3.434  0.0380
H: -1.243 2.726 -4.499  0.0778
H: -5.446 2.008 -1.843  0.1048
H: -2.603 -0.035 -1.649  0.0919
H: 1.207 -4.906 -2.831  0.1362
H: -0.141 4.443 -0.959  0.0908
H: 0.315 4.988 2.697  0.0748
H: 0.972 -4.149 -8.296  0.1250
H: 5.836 -2.368 1.274  0.1383
H: 2.926 5.946 3.884  0.1205
H: 5.769 0.562 1.093  0.1044
H: -3.007 6.165 3.880  0.0951
H: 0.457 0.225 4.174  0.0653
H: 1.260 7.605 4.500  0.0847
H: 1.769 6.697 5.853  0.0955
H: 2.072 2.516 -0.251  0.0778
H: -4.701 0.416 -1.532  0.0979
H: 2.793 -5.930 0.846  0.0908
H: -4.366 -0.998 -6.117  0.1033
H: 3.990 -0.782 -1.984  0.1049
H: 4.303 -3.158 3.257  0.1167
H: -3.693 -2.434 -5.258  0.0818
H: -0.700 0.862 6.252  0.1233
H: -3.838 3.949 3.942  0.1321
H: -1.082 -5.533 -7.604  0.0728
H: 4.654 5.912 -0.476  0.1295
H: 1.916 -5.341 -7.401  0.1303
H: 1.794 -4.826 -0.011  0.0369
H: -2.398 4.159 5.566  0.1159
H: -4.137 3.311 -3.766  0.1344
H: 4.308 3.416 -1.844  0.1177
H: 1.310 -3.007 -1.323  0.0723
H: 4.417 3.427 -0.103  0.1012
H: 5.725 -0.287 2.692  0.1044
H: -1.694 2.052 2.785  0.0995
H: 0.029 -6.471 -8.653  0.1041
H: -2.148 -1.924 -6.993  0.0584
H: -1.293 -4.893 -0.329  0.1312
H: -4.375 -2.306 -1.759  0.1129
H: -1.591 3.773 -3.411  0.0581
H: 1.950 3.456 -1.736  0.1339
H: -3.312 4.463 -0.204  0.0748
H: -4.372 -1.806 -0.002  0.1087
H: 5.957 -1.975 -1.489  0.1314
H: -1.457 0.933 -2.525  0.1010
H: 0.240 2.481 3.775  0.0856
H: -3.798 4.546 -1.861  0.0914
H: 2.743 -1.561 5.245  0.1072

---

Record 2
Entry from the OMol25 dataset: 12 unconnected molecules or ions with the total composition C51H125N4O16P3 at a distorted geometry (the ωB97M-V functional and the def2-TZVPD basis).

Calculated values
HOMO energy (alpha / beta) = -10.20 / -10.19 eV
2S+1 = 2
E_tot = -4465.026626 hartree
Charge = +1
Maximum force = 3.9 eV/Å
Frontier orbital gap (alpha / beta) = 7.10 / 1.50 eV

Each line ends with the Löwdin charge.
CARTESIAN COORDINATES (ANGSTROEM)
P: -0.706 -6.092 -1.630  0.4796
P: -3.165 -1.394 -0.605  0.5811
P: 1.817 -3.220 -5.371  0.4586
O: -1.172 -6.855 -0.337  -0.2490
O: 2.302 -4.700 -4.845  -0.2242
O: 2.458 -2.214 -4.252  -0.2546
O: -3.085 -0.441 -1.945  -0.2271
O: 1.323 2.522 -3.768  0.0217
O: -1.838 -5.672 -2.538  -0.2420
O: 5.492 0.829 -2.789  0.0373
O: 0.374 -3.045 -5.499  -0.2302
O: -2.008 -5.382 4.907  0.2343
O: 2.720 -2.961 -6.707  -0.2226
O: 0.493 -7.028 -2.282  -0.2268
O: -3.146 -2.941 -1.180  -0.2425
O: 2.573 -0.251 0.793  0.0216
O: 0.210 -4.866 -1.043  -0.2316
O: -4.709 -1.120 -0.090  -0.2265
O: -2.154 -1.092 0.489  -0.2654
N: 0.654 3.543 -5.642  0.0278
N: 4.234 -0.190 -1.313  0.0175
N: 0.453 0.240 0.150  0.0476
N: -3.357 -5.564 3.095  0.2192
C: -5.222 0.171 -0.071  -0.1350
C: 2.473 -4.937 2.400  -0.2324
C: -1.658 -8.237 -0.483  -0.0600
C: 4.342 -5.725 -0.197  -0.1113
C: 3.057 3.390 -5.172  0.0071
C: 7.881 4.495 1.012  -0.1299
C: 2.354 -0.753 -4.291  -0.0697
C: 4.678 -4.930 1.053  -0.2377
C: 0.943 -1.680 1.656  0.0125
C: -3.834 4.534 2.059  -0.2223
C: -1.582 -3.856 3.278  0.0183
C: -1.440 7.313 0.419  -0.1262
C: 2.909 -5.151 3.841  -0.2269
C: 0.174 -3.582 -1.649  -0.0973
C: 2.543 -3.885 -7.727  -0.1371
C: -7.547 0.811 4.004  -0.2297
C: -6.508 4.844 1.899  -0.2541
C: 1.373 -0.438 0.844  -0.4948
C: -3.795 -0.497 3.490  -0.2485
C: 3.704 -4.927 -4.653  -0.1048
C: -2.392 -4.981 3.795  -0.4078
C: -1.820 -0.338 -2.659  -0.0562
C: 1.775 -5.788 4.709  -0.0990
C: -4.139 -3.332 -2.071  -0.1346
C: 2.155 5.798 -1.852  -0.2740
C: -0.418 6.506 1.116  -0.2792
C: 1.588 3.079 -4.817  -0.5693
C: -5.048 5.512 2.166  -0.1599
C: 0.940 6.472 0.376  -0.1876
C: 2.400 7.124 -2.510  -0.1078
C: -4.994 0.385 4.034  -0.2004
C: 4.822 3.455 3.168  -0.2346
C: -2.420 2.938 0.624  -0.1015
C: -3.843 -5.189 1.752  0.0555
C: 0.787 1.352 -0.697  -0.0588
C: 5.639 3.914 1.950  -0.2164
C: 3.423 -4.155 1.498  -0.2183
C: -7.730 5.702 1.975  -0.1351
C: 7.104 4.265 2.279  -0.2659
C: -3.430 4.102 0.662  -0.2427
C: 2.585 3.647 2.069  -0.1083
C: 1.421 -7.720 -1.455  -0.1106
C: -2.446 0.204 3.569  -0.1033
C: 4.591 2.272 -1.127  0.0257
C: -6.386 -0.200 3.751  -0.2280
C: 3.574 2.714 2.791  -0.2700
C: 4.341 -1.504 -1.852  -0.0732
C: -0.792 3.550 -5.281  -0.0469
C: -8.953 0.272 3.605  -0.1121
C: 4.825 0.899 -1.795  -0.5643
C: 0.913 5.625 -0.934  -0.1721
H: 0.815 4.573 -0.667  0.0870
H: 7.909 3.664 0.307  0.0708
H: 2.340 7.879 -1.726  0.0647
H: -0.594 -3.028 -1.110  0.0582
H: -0.513 -0.055 0.176  0.0736
H: -3.918 -6.314 3.473  0.1872
H: 3.947 -5.960 -4.903  0.0900
H: 3.693 -3.203 1.957  0.1062
H: -3.957 -0.758 2.444  0.0681
H: 3.936 -4.762 -3.601  0.0759
H: 5.550 2.792 -1.118  0.0774
H: 5.112 -2.088 -1.349  0.0871
H: 2.535 4.669 2.443  0.0687
H: 2.962 3.698 1.048  0.0464
H: 3.668 -0.103 -0.481  0.0581
H: -2.981 2.018 0.788  0.0399
H: -5.446 0.534 0.932  0.0777
H: -7.552 0.856 5.093  0.1021
H: -6.499 4.392 0.908  0.0874
H: -3.048 5.061 2.602  0.1003
H: 3.337 2.781 -6.032  0.0801
H: 8.898 4.826 1.221  0.0703
H: 1.525 -4.402 2.346  0.0690
H: -4.872 6.350 1.491  0.0995
H: -0.256 6.789 2.156  0.1107
H: 5.116 -5.550 1.836  0.1064
H: -3.952 3.697 2.747  0.0952
H: -4.920 1.369 3.572  0.0918
H: -0.031 1.770 -1.284  0.0656
H: -1.628 0.728 -2.780  0.0804
H: 0.020 5.850 -1.517  0.0983
H: -6.629 4.028 2.611  0.0811
H: 3.168 -3.568 -8.562  0.0976
H: 2.201 -5.904 1.978  0.1055
H: 5.141 4.690 1.370  0.1135
H: 0.888 -5.154 4.724  0.0382
H: 1.901 -0.374 -3.375  0.0717
H: -2.944 4.889 0.086  0.0866
H: -0.758 5.473 1.180  0.0821
H: 4.388 -4.363 -5.287  0.0919
H: 2.457 -7.561 -1.754  0.0856
H: 3.876 1.802 2.276  0.0965
H: -9.048 -0.754 3.959  0.0627
H: 7.200 5.047 3.032  0.1081
H: 1.381 -7.456 -0.398  0.0772
H: -3.760 -1.356 4.160  0.0917
H: 1.667 -0.430 -5.073  0.0841
H: 1.643 7.347 -3.262  0.0741
H: 3.939 -5.198 -1.061  0.0627
H: -4.619 -4.238 -1.701  0.0909
H: -7.380 1.824 3.639  0.0872
H: -1.741 6.851 -0.521  0.0641
H: 5.264 -6.201 -0.532  0.0747
H: 3.677 -6.540 0.088  0.0533
H: -4.726 1.032 -0.518  0.0853
H: 2.141 5.033 -2.630  0.0781
H: 1.129 -3.059 -1.590  0.0811
H: 3.407 -2.051 -1.727  0.0657
H: -4.851 0.507 5.108  0.1136
H: -7.709 6.306 2.882  0.0699
H: 1.511 -4.067 -8.027  0.0977
H: 3.090 5.487 -1.385  0.0963
H: 2.983 -4.834 -7.424  0.0812
H: -1.128 -3.370 4.142  0.1116
H: -1.331 -8.719 -1.405  0.0917
H: -9.305 0.231 2.574  0.0616
H: 5.672 3.030 1.313  0.0891
H: -2.318 7.492 1.039  0.0697
H: -3.904 -6.144 1.230  0.1155
H: 3.800 3.172 -4.405  0.0697
H: -4.344 3.819 0.140  0.0953
H: -7.740 6.442 1.174  0.0736
H: 5.426 -4.170 0.827  0.1016
H: 0.943 3.789 -6.578  0.1385
H: 3.288 -0.209 -4.431  0.0884
H: -2.022 -3.030 2.718  0.0776
H: 7.442 5.272 0.385  0.0686
H: -6.419 -0.549 2.719  0.0891
H: 3.071 2.361 3.692  0.1014
H: 3.865 -5.666 3.945  0.1047
H: -1.196 2.656 -4.807  0.0633
H: 2.912 -3.809 0.599  0.0893
H: -8.695 5.198 2.020  0.0720
H: 1.720 -1.805 2.410  0.0849
H: -2.022 0.379 4.558  0.0810
H: 1.046 2.163 -0.017  0.0709
H: 1.377 -6.753 4.395  0.0651
H: 3.125 -4.178 4.282  0.1066
H: -1.683 3.025 1.422  0.0705
H: 5.372 2.664 3.676  0.1120
H: 1.157 -8.773 -1.558  0.0891
H: -1.738 -0.867 -3.609  0.1027
H: -1.660 -0.447 3.188  0.0319
H: 1.540 3.337 2.055  0.0610
H: -0.006 -1.556 2.179  0.0379
H: 4.124 2.293 -0.143  0.0452
H: 0.765 -2.577 1.062  0.0612
H: -0.081 -3.638 -2.708  0.0825
H: -3.731 -3.540 -3.060  0.0995
H: -2.732 -8.306 -0.311  0.0845
H: -0.980 -0.641 -2.034  0.0608
H: -4.844 -4.761 1.790  0.1310
H: 1.596 1.092 -1.379  0.0738
H: 7.608 3.446 2.792  0.1043
H: -1.168 -8.849 0.275  0.0892
H: 3.405 7.100 -2.930  0.0761
H: -6.544 -1.063 4.397  0.1070
H: -2.445 1.062 2.896  0.0572
H: -3.198 -4.523 1.179  0.0989
H: -1.429 3.711 -6.151  0.0823
H: 4.620 4.291 3.837  0.1164
H: 4.537 -1.403 -2.920  0.0728
H: 1.709 6.071 1.036  0.0814
H: 4.019 2.882 -1.826  0.0662
H: -1.882 2.784 -0.312  0.0575
H: -4.921 -2.593 -2.247  0.0885
H: 3.272 4.444 -5.345  0.0772
H: -6.156 0.079 -0.625  0.1015
H: -1.106 8.307 0.121  0.0794
H: -0.976 4.304 -4.515  0.0793
H: -9.787 0.819 4.045  0.0639
H: 1.143 7.527 0.192  0.1000
H: -5.085 5.895 3.186  0.1000
H: 2.008 -5.915 5.766  0.0693
H: -0.747 -4.208 2.672  0.0958

---

Which of these has the lowest E_tot? C51H125N4O16P3